DFT (wB97M-V/def2-TZVPD) results for a 3-piece molecular cluster, C9H13Cl3O4 overall at a distorted geometry.

Results
Orbital gap   10.72 eV
Total charge   0
Highest occupied orbital energy   -10.04 eV
SMILES   ClC(Cl)Cl.O=C1CCCO1.O=C1CCCO1

Element x y z (Å)
Cl 11.58148 7.13977 4.94395
C 10.58386 8.63557 4.76002
Cl 9.87089 9.06212 6.28240
Cl 9.43938 8.20664 3.46708
H 11.24061 9.48104 4.44574
O 6.24078 9.34042 6.29603
C 5.89169 8.28510 5.90348
C 6.26596 6.96031 6.44322
C 5.74034 6.04660 5.36408
C 4.60023 6.85619 4.75801
O 5.02006 8.20663 4.91634
H 7.37414 7.00241 6.53492
H 5.86813 6.81964 7.49802
H 6.50319 5.94298 4.59405
H 5.47444 5.06560 5.62164
H 4.38743 6.65582 3.68331
H 3.60941 6.70374 5.24319
O 12.15036 11.07451 4.27349
C 11.98800 12.22304 4.58494
C 10.65846 12.91632 4.87659
C 11.00547 14.31863 5.33097
C 12.43222 14.44297 4.82903
O 13.03316 13.10716 4.70053
H 10.19789 13.00756 3.86158
H 10.00161 12.37161 5.56838
H 10.35465 15.09164 4.93182
H 10.96666 14.47021 6.42328
H 12.38859 14.91707 3.85696
H 12.99119 15.07651 5.47019

=====

DFT (wB97M-V/def2-TZVPD) results for one molecule with the formula C9H13ClF3NSi at a distorted geometry.

Results
Orbital gap   9.36 eV
Energy above the lowest of the compared OMol25 structures with the same formula, charge and spin   0.0 kJ/mol
Total charge   0
Highest occupied orbital energy   -8.65 eV
SMILES   C[Si](C)(C)[C@](F)(Cl)C(F)(F)n1cccc1

Element x y z (Å)
C 1.18224 1.75485 -1.23441
Si -0.55570 1.13433 -0.79168
C -1.09662 2.32313 0.56434
C -1.70267 0.60562 -2.29460
C -0.49622 -0.67123 0.02368
F 0.01320 -1.62830 -0.87058
Cl -2.07936 -1.39550 0.43211
C 0.38874 -0.72019 1.64395
F -0.50755 -0.39711 2.61377
F 1.28179 0.26318 1.60570
N 1.01125 -2.00436 1.92289
C 2.17570 -2.32897 1.35310
C 2.41718 -3.66026 1.55422
C 1.23531 -4.19446 2.17135
C 0.39009 -3.13140 2.33934
H 1.69937 0.83197 -1.70303
H 1.19075 2.67522 -1.75708
H 1.54632 1.74487 -0.16023
H -1.15984 3.41074 0.09083
H -2.10157 2.17053 0.91355
H -0.46173 2.43712 1.49211
H -2.23179 -0.26407 -1.76801
H -2.34760 1.46285 -2.54783
H -1.36891 0.07477 -3.23685
H 2.98554 -1.62540 1.05788
H 3.22845 -4.26843 1.26843
H 1.03931 -5.26969 2.20472
H -0.64841 -3.20030 2.47767

=====

DFT (wB97M-V/def2-TZVPD) results for one molecule with the formula C9H13ClO6S at a distorted geometry.

Results
Orbital gap   10.95 eV
Total charge   0
Highest occupied orbital energy   -10.33 eV

Element x y z (Å)
O -0.67433 -4.89191 -0.14664
Cl 0.07364 -1.66661 2.90287
O 0.78418 -4.17921 -2.08040
O 1.27788 -3.44094 0.21613
O -1.08432 -0.64251 -0.50154
O -1.41929 1.74230 -0.30072
O 0.69866 1.49520 0.51715
S 0.79171 -4.81647 -0.47827
C -0.72030 3.49437 1.06811
C 0.52192 3.38922 -1.09273
C 0.37919 -2.80506 -1.96794
C -1.27725 0.42835 0.36729
C 0.49795 -0.86500 1.31639
C -0.10955 0.54320 1.24409
C 0.84219 -2.27009 -0.58800
C -0.18214 -1.57298 0.20005
C -0.19466 2.54447 -0.02299
H -1.67011 3.82456 0.67103
H -0.84679 2.98581 2.01942
H 0.00214 4.32179 1.19036
H -0.02655 4.30024 -1.22010
H 1.53342 3.72288 -0.75309
H 0.44120 2.77680 -2.00530
H 0.90806 -2.20807 -2.73289
H -0.65272 -2.67567 -2.27207
H -2.06499 0.27169 1.11699
H 1.61442 -0.89573 1.25490
H -0.27259 1.01591 2.28229
H 1.64820 -1.59703 -0.76305
H -0.81917 -2.32951 0.55869

=====

DFT (wB97M-V/def2-TZVPD) results for one molecule with the formula C9H13FO4 at a distorted geometry.

Results
Orbital gap   9.70 eV
Energy above the lowest of the compared OMol25 structures with the same formula, charge and spin   60.5 kJ/mol
Total charge   0
Highest occupied orbital energy   -8.96 eV
SMILES   CCO/C(OC(C)=O)=C(\F)CC(C)=O

Element x y z (Å)
C 1.54953 -2.49757 -2.25734
C 0.73474 -1.40302 -2.82209
O -0.58700 -1.32000 -2.22416
C -0.63499 -0.73470 -1.03788
O -0.72823 0.71267 -1.04105
C 0.39985 1.23994 -0.62001
C 0.35392 2.77816 -0.62510
O 1.38103 0.55976 -0.37405
C -0.86562 -1.22551 0.15424
F -1.06854 -2.54569 0.42351
C -0.93387 -0.43418 1.57831
C -1.40742 1.07953 2.37141
C -0.82809 1.10047 3.69915
O -2.14336 1.85651 1.86533
H 1.51503 -2.53846 -1.16416
H 1.19281 -3.61197 -2.61252
H 2.57229 -2.32295 -2.68116
H 0.52438 -1.44406 -3.89815
H 1.13630 -0.49921 -2.71011
H 0.84558 3.22979 -1.51839
H 0.84343 3.32571 0.27574
H -0.70390 3.02855 -0.86978
H -1.28389 -1.15908 2.31459
H 0.20349 -0.32800 1.62070
H -0.12059 1.79926 3.90251
H -0.37921 0.06553 3.82610
H -1.56765 1.28852 4.42437

=====

| no. | LUMO energy (eV) |
| --- | --- |
| 1 | 0.676 |
| 2 | 0.706 |
| 3 | 0.623 |
| 4 | 0.740 |